1.
Density functional theory data (ωB97M-V/def2-TZVPD) for a molecular structure, C11H17BN6OPd in a non-equilibrium geometry.

Values from the calculation:
**Expectation value of S²**: 6.0271
**Multiplicity**: 5
**LUMO (alpha / beta)**: -6.56 / -10.27 eV
**HOMO-LUMO gap (alpha / beta)**: 8.80 / 5.43 eV
**Total energy**: -26804.5611 eV
**Net charge**: +2

Each line ends with the Mulliken charge.
Geometry (Å):
H -2.99 1.07 -0.43  0.51
N -1.45 -0.37 -0.53  0.11
B -0.20 -2.70 -0.45  -0.29
N -1.33 -1.69 -0.10  0.15
C -2.53 -2.10 0.38  -0.04
Pd -0.22 0.83 -1.67  0.78
H -2.67 -3.13 0.67  0.47
C -3.41 -1.03 0.34  -1.16
H -4.43 -1.01 0.66  0.44
C -2.70 0.05 -0.23  -0.29
H -0.76 -3.73 -0.80  0.00
C 1.71 1.22 -0.07  -0.82
H 2.12 2.21 -0.25  0.35
H 2.34 0.45 -0.51  0.37
H 1.43 0.94 0.94  0.28
N 0.65 -3.17 0.80  0.72
N 0.56 -2.23 -1.76  0.25
N 0.74 -2.44 1.99  -0.56
N 0.48 -0.95 -2.35  -0.07
C 1.30 -4.35 0.97  -0.02
C 1.06 -3.07 -2.70  0.00
H 1.30 -5.08 0.19  0.46
H 1.12 -4.13 -2.49  0.43
C 1.90 -4.37 2.24  -0.53
C 1.37 -2.35 -3.85  -0.96
C 1.53 -3.13 2.82  -0.21
C 1.01 -1.01 -3.59  -0.31
H 2.47 -5.14 2.70  0.45
H 1.78 -2.71 -4.77  0.43
H 1.85 -2.74 3.79  0.46
H 1.11 -0.12 -4.20  0.42
H 0.65 2.58 0.71  0.33
C -1.29 2.89 0.84  -0.68
O -0.15 2.42 0.14  -0.37
H -2.12 2.88 0.13  0.22
H -1.12 3.92 1.20  0.31
H -1.53 2.26 1.71  0.36

2.
Density functional theory data (ωB97M-V/def2-TZVPD) for a molecular structure, C11H17Br13FN2O3P2 in a non-equilibrium geometry.

Values from the calculation:
**LUMO**: -4.68 eV
**HOMO-LUMO gap**: 7.24 eV
**Relative energy (zero: lowest compared OMol25 entry of this formula, charge and spin)**: 29.4 kJ/mol
**Total energy**: -952642.0318 eV
**Net charge**: +1

Each line ends with the Mulliken charge.
Geometry (Å):
C -0.27 -3.61 -1.24  -0.81
C 0.14 -2.79 -2.22  -0.62
C 0.94 -1.54 -1.93  0.44
C 1.18 -0.64 -3.13  -0.43
N 1.24 0.58 -2.76  0.46
F 1.29 1.62 -3.58  -0.18
C 1.32 0.67 -1.26  -0.11
C 1.33 2.03 -0.53  -0.87
N 2.33 2.07 0.54  -0.38
C 0.28 -0.44 -0.98  0.18
Br 0.17 -0.75 0.92  0.14
P -1.36 0.34 -1.53  -0.03
P -2.98 -0.99 -0.90  0.75
O -2.53 -2.14 -0.10  -0.53
O -4.03 -0.10 -0.04  -0.43
O -3.76 -1.45 -2.26  -0.34
H -0.53 -3.25 -0.26  0.12
H -0.32 -4.68 -1.42  0.39
H -0.07 -3.09 -3.25  0.30
H 1.86 -1.81 -1.41  0.51
H 1.23 -0.96 -4.17  0.48
H 2.33 0.27 -1.10  0.38
H 0.35 2.28 -0.14  0.13
H 1.61 2.80 -1.25  0.44
H 2.33 1.21 1.07  0.06
H 3.26 2.12 0.13  0.32
H -1.42 0.26 -2.95  0.05
H -4.82 0.05 -0.59  0.34
H -4.23 -0.68 -2.62  0.22
C 3.52 0.60 4.06  -0.29
Br 1.63 0.23 4.06  0.01
Br 4.42 -0.35 2.64  -0.04
Br 3.89 2.48 3.99  0.07
H 3.92 0.23 5.00  0.28
C -4.39 -4.26 -2.33  0.41
Br -2.86 -4.33 -3.50  -0.04
Br -6.02 -4.01 -3.32  -0.05
Br -4.47 -5.81 -1.18  -0.02
H -4.26 -3.40 -1.69  -0.35
C 5.37 2.08 7.85  -0.32
Br 3.49 1.66 7.78  -0.01
Br 6.34 1.21 6.43  -0.03
Br 5.68 3.98 7.86  0.01
H 5.74 1.68 8.79  0.36
C -3.72 4.20 -1.58  -0.34
Br -5.25 5.21 -1.02  0.00
Br -2.43 4.01 -0.16  0.01
Br -4.24 2.48 -2.31  -0.04
H -3.24 4.74 -2.39  0.41

3.
Density functional theory data (ωB97M-V/def2-TZVPD) for a gas-phase ion, C11H17BrCl3FN3O5P2 (charge +1) in a non-equilibrium geometry.

Values from the calculation:
**LUMO**: -4.00 eV
**HOMO-LUMO gap**: 7.88 eV
**SMILES**: C[C@@H](Cl)[C@@H](Cl)[C@H]1NC(N(CC(=O)F)P(O)Br)=[NH+][C@](C[C@@H]2CO2)(P(O)Cl)O1
**Total energy**: -155284.9971 eV
**Net charge**: +1

Each line ends with the Mulliken charge.
Geometry (Å):
C -2.74 -1.13 3.86  -1.27
C -1.84 -1.85 2.79  0.36
Cl -2.91 -2.19 1.37  -0.18
C -0.65 -0.90 2.48  -0.61
Cl 0.49 -1.09 3.88  -0.09
C 0.18 -1.36 1.19  0.02
N -0.47 -0.95 -0.05  -0.32
C 0.35 -0.41 -1.05  0.17
N -0.01 -0.60 -2.30  0.19
C -1.23 -1.30 -2.71  -0.25
C -1.99 -0.61 -3.86  0.36
O -2.08 0.53 -4.03  -0.34
F -2.56 -1.47 -4.73  -0.25
P 1.15 0.05 -3.53  0.16
O 0.78 -0.70 -4.96  -0.43
Br 0.67 2.26 -3.70  -0.12
N 1.48 0.27 -0.72  0.03
C 1.83 0.24 0.72  0.71
C 1.43 1.50 1.54  -0.88
C 0.14 2.20 0.89  0.86
C 0.50 3.36 -0.21  -1.19
O -0.08 3.52 1.26  -0.45
P 3.77 0.28 0.77  0.07
O 4.28 -1.07 -0.08  -0.44
Cl 4.37 1.98 -0.28  -0.23
O 1.54 -1.00 1.30  -0.51
H -2.40 -1.38 4.88  0.32
H -3.79 -1.44 3.76  0.39
H -2.72 -0.03 3.69  0.33
H -1.44 -2.78 3.23  0.45
H -0.96 0.15 2.37  0.10
H 0.15 -2.47 1.24  0.35
H -1.36 -0.47 0.07  0.41
H -0.93 -2.30 -3.09  0.35
H -1.97 -1.49 -1.91  0.29
H 0.30 -0.03 -5.49  0.35
H 1.55 1.19 -1.14  0.37
H 2.19 2.30 1.42  0.53
H 1.16 1.30 2.59  0.27
H -0.75 1.55 0.66  0.31
H 0.00 4.33 -0.42  0.37
H -0.24 2.80 -0.92  0.11
H 4.85 -0.76 -0.81  0.30

4.
Density functional theory data (ωB97M-V/def2-TZVPD) for a molecular structure, C11H17BrClF5N6OPS in a non-equilibrium geometry.

Values from the calculation:
**LUMO**: -4.88 eV
**HOMO-LUMO gap**: 6.64 eV
**Relative energy (zero: lowest compared OMol25 entry of this formula, charge and spin)**: 856.1 kJ/mol
**Total energy**: -138929.5385 eV
**Net charge**: +1

Each line ends with the Mulliken charge.
Geometry (Å):
C -3.97 0.50 -0.64  -0.82
C -2.40 -0.08 -0.55  -0.44
N -1.36 0.94 -0.52  0.46
C -0.34 1.12 0.55  0.05
N 0.37 0.28 1.37  -0.13
Cl 0.12 -1.42 1.29  0.09
N -0.16 2.65 0.46  0.31
C 0.77 3.30 1.42  0.59
F 2.18 2.83 1.40  -0.27
F 0.27 2.91 2.80  -0.31
C 0.79 4.93 1.47  0.46
F -0.60 5.49 1.69  -0.19
F 1.53 5.60 0.38  -0.19
F 1.53 5.30 2.74  -0.24
C -0.05 2.86 -1.03  -0.18
Br -1.13 4.55 -1.44  0.04
P 1.59 3.27 -1.90  0.34
N 2.02 2.19 -3.07  -0.72
C -0.60 1.43 -1.71  -0.44
N -1.11 1.42 -3.11  -0.45
C -2.38 1.86 -3.30  0.43
S -3.89 2.69 -3.46  -0.05
H -4.04 1.66 -0.47  0.25
H -4.71 -0.11 0.06  0.29
H -4.37 0.29 -1.75  0.21
H -2.46 -0.86 0.34  0.32
H -2.29 -0.75 -1.53  0.36
H 1.10 0.61 2.07  0.30
H 2.75 3.34 -1.02  0.14
H 1.44 4.54 -2.62  0.14
H 2.04 2.69 -3.98  0.25
H 0.33 0.69 -1.73  0.38
C 0.13 -5.22 0.58  0.12
O -0.18 -4.10 0.20  -0.57
N 1.29 -5.54 1.25  0.12
C 1.59 -6.90 1.66  -0.91
C 2.25 -4.50 1.54  -0.80
H -0.53 -6.09 0.41  0.28
H 1.71 -6.92 2.75  0.34
H 2.52 -7.22 1.19  0.34
H 0.79 -7.58 1.38  0.29
H 1.76 -3.73 2.16  0.15
H 2.57 -4.03 0.60  0.30
H 3.11 -4.90 2.07  0.37

5.
Density functional theory data (ωB97M-V/def2-TZVPD) for a molecular structure, C11H17Cl2O8P2Tl.

Values from the calculation:
**LUMO**: -7.39 eV
**HOMO-LUMO gap**: 6.58 eV
**Relative energy (zero: lowest compared OMol25 entry of this formula, charge and spin)**: 35.0 kJ/mol
**Total energy**: -76368.7626 eV
**Net charge**: +2

Each line ends with the Mulliken charge.
Geometry (Å):
Tl 0.22 0.90 -0.13  0.94
C 2.94 -3.53 -3.23  -1.14
C 2.77 -3.62 -1.78  0.68
O 3.75 -3.99 -1.08  -0.25
P 1.13 -3.22 -0.97  0.80
O 0.29 -4.21 -1.84  -0.48
O 1.26 -3.91 0.43  -0.44
O 0.84 -1.79 -1.04  -0.35
P 3.72 -0.80 1.33  0.69
O 4.78 -0.72 2.46  -0.38
O 3.53 -2.18 0.88  -0.34
O 3.06 0.42 0.90  -0.40
H 2.16 -4.13 -3.71  0.36
H 3.93 -3.82 -3.55  0.38
H 2.71 -2.49 -3.52  0.34
H 3.59 -3.91 -0.11  0.48
H -0.50 -4.63 -1.47  0.38
H 1.25 -3.30 1.20  0.19
H 4.97 0.17 2.80  0.38
C -1.43 3.24 -3.54  -1.37
C -2.04 2.15 -2.72  0.84
O -1.32 1.45 -2.00  -0.61
C -3.49 1.91 -2.78  0.52
C -4.32 2.70 -3.58  -0.28
C -5.68 2.46 -3.62  -0.81
C -6.23 1.43 -2.87  -0.36
C -5.41 0.63 -2.08  -0.60
C -4.05 0.87 -2.03  -0.36
H -0.35 3.24 -3.40  0.30
H -1.84 4.20 -3.23  0.42
H -1.66 3.11 -4.60  0.41
H -3.91 3.51 -4.17  0.34
H -6.32 3.08 -4.24  0.40
H -7.29 1.25 -2.90  0.40
H -5.84 -0.17 -1.49  0.39
H -3.41 0.25 -1.42  0.46
Cl -1.57 -1.68 1.54  -0.08
C -0.83 -1.79 3.15  -0.40
Cl 0.95 -1.95 3.03  -0.14
H -1.21 -2.67 3.65  0.37
H -1.04 -0.88 3.70  0.33

6.
Density functional theory data (ωB97M-V/def2-TZVPD) for a molecular structure, C11H17F5IN9O3SbSe4TcTe.

Values from the calculation:
**LUMO (alpha / beta)**: -8.44 / -8.44 eV
**HOMO-LUMO gap (alpha / beta)**: 4.73 / 4.73 eV
**Relative energy (zero: lowest compared OMol25 entry of this formula, charge and spin)**: 71.5 kJ/mol
**Total energy**: -330325.3481 eV
**Net charge**: +2

Each line ends with the Mulliken charge.
Geometry (Å):
Tc 0.97 0.81 0.29  1.05
N -0.79 -1.77 1.42  -0.38
C -1.99 -0.99 1.69  -0.08
C -2.75 -1.39 2.96  -0.89
C -4.23 -0.96 2.98  -0.98
C -4.67 -0.46 4.35  -1.01
N -4.04 0.83 4.64  0.19
C -4.44 1.66 5.59  0.87
N -3.89 2.88 5.68  -0.34
N -5.38 1.29 6.46  -0.36
C -1.63 0.49 1.68  0.59
O -2.01 1.28 2.52  -0.86
O -0.92 0.92 0.64  -0.68
H -1.01 -2.63 0.95  0.30
H -0.31 -2.00 2.28  0.26
H -2.67 -1.11 0.83  0.41
H -2.21 -1.00 3.83  0.44
H -2.69 -2.48 3.03  0.47
H -4.86 -1.80 2.72  0.49
H -4.42 -0.18 2.24  0.35
H -4.38 -1.19 5.12  0.38
H -5.76 -0.34 4.38  0.66
H -3.26 1.09 4.04  0.09
H -3.29 3.22 4.95  0.14
H -4.12 3.50 6.43  0.20
H -5.71 0.35 6.50  0.20
H -5.73 1.94 7.14  0.21
Se -0.97 1.40 -4.85  -0.24
Sb 1.48 1.53 -5.85  0.63
Se -0.54 0.36 -2.83  0.18
Se 0.73 1.86 -1.73  0.20
Se 1.07 2.81 -7.70  -0.27
N 2.88 -4.97 0.31  -0.37
C 2.68 -4.02 -0.31  0.44
N 2.49 -2.94 -1.07  -0.48
C 1.93 -1.91 -0.71  0.63
N 1.38 -0.87 -0.49  -0.35
F 4.87 0.27 2.60  -0.34
Te 3.05 0.34 2.59  2.24
F 3.03 2.02 3.34  -0.39
F 2.91 -0.31 4.30  -0.35
F 2.95 -1.42 2.03  -0.41
F 1.10 0.31 2.57  -0.63
O 2.87 1.01 0.87  -0.90
I 2.60 6.64 2.00  0.21
C 1.54 4.89 1.77  -0.87
C 0.29 4.60 2.27  -0.10
N -0.02 3.35 1.89  -0.16
N 0.98 2.82 1.17  0.90
C 1.93 3.74 1.09  -0.51
H -0.39 5.19 2.87  0.48
H -0.85 2.80 2.08  0.18
H 2.85 3.54 0.57  0.58